Below is a 2-piece molecular cluster, C4H10NOS2 overall in a non-equilibrium geometry, with properties calculated with ωB97M-V with the def2-TZVPD basis set.

```
18
Properties=species:S:1:pos:R:3:nbo_charge:R:1
S 2.146 -0.852 -0.297 0.210
S -0.995 -0.376 1.650 -0.059
O -0.692 -0.833 -0.898 -0.594
N 2.263 1.166 1.134 -0.689
C 1.172 1.608 -1.111 -0.732
C 1.900 0.872 -0.111 0.320
C -1.437 -0.976 0.043 0.452
C -2.719 -1.683 0.025 -0.723
H 1.744 1.866 -1.931 0.290
H 2.459 0.541 1.884 0.440
H -2.572 -2.865 0.047 0.277
H 0.466 1.031 -1.645 0.309
H 2.460 2.128 1.344 0.423
H 1.814 -0.910 -1.590 0.170
H 0.787 2.479 -0.756 0.257
H -2.264 -0.143 2.096 0.168
H -3.122 -1.486 -0.846 0.238
H -3.411 -1.569 0.962 0.244
```

Values from the calculation:
Total charge: +1
Energy relative to the best compared isomer or geometry (same formula, charge and spin): 64.61 kJ/mol
E_tot: -1084.48278 a.u.
Multiplicity: 1
LUMO level: -4.6 eV

***

Below is an isolated ion of composition C2H6ClN2O and charge +1 in a non-equilibrium geometry, with properties calculated with ωB97M-V with the def2-TZVPD basis set.

```
12
Properties=species:S:1:pos:R:3:nbo_charge:R:1
Cl 2.549 0.768 -0.229 0.002
O 1.354 -1.572 0.162 -0.707
N -0.799 -0.472 -0.953 -0.719
N -0.673 1.468 0.349 -0.726
C -0.265 0.312 -0.077 0.548
C 1.330 -0.278 0.553 0.107
H 2.148 -2.035 0.469 0.526
H -0.325 -1.352 -1.142 0.457
H -1.515 1.909 -0.003 0.430
H -0.129 1.985 1.023 0.441
H 1.318 -0.103 1.632 0.210
H -1.657 -0.258 -1.448 0.431
```

Values from the calculation:
Total charge: +1
Energy relative to the best compared isomer or geometry (same formula, charge and spin): 0.00 kJ/mol
E_tot: -724.50330 a.u.
Multiplicity: 1
LUMO level: -3.4 eV

***

Below is a 19-piece molecular cluster, H38O19 overall in a non-equilibrium geometry, with properties calculated with ωB97M-V with the def2-TZVPD basis set.

```
57
Properties=species:S:1:pos:R:3:nbo_charge:R:1
O 2.912 -1.206 -3.766 -0.956
O -1.981 2.657 2.132 -0.963
O 0.098 0.382 -4.622 -0.978
O -3.221 0.270 -2.693 -0.970
O 0.053 -3.279 1.048 -0.956
O 0.190 2.034 -2.534 -0.959
O -0.892 3.798 0.100 -0.973
O 3.371 -1.565 1.788 -0.953
O 1.767 -0.650 -0.457 -0.926
O 1.322 0.625 4.548 -0.954
O 4.548 -0.187 -0.260 -0.936
O -1.421 -1.852 -3.641 -0.960
O -0.464 -2.481 4.338 -0.964
O 2.805 3.436 0.560 -0.946
O 0.618 2.398 1.970 -0.997
O 1.460 -3.309 -1.824 -0.983
O -2.055 1.132 0.013 -0.991
O -4.452 0.405 0.577 -0.945
O -4.036 -2.707 2.039 -0.924
H 2.948 -2.281 2.332 0.480
H 2.181 -1.284 0.127 0.481
H 1.191 -2.429 -1.406 0.461
H 3.817 -0.452 0.235 0.466
H -5.024 0.164 1.303 0.490
H 1.248 1.293 3.805 0.486
H -0.679 -2.275 -3.210 0.483
H 4.674 -0.928 -0.896 0.466
H -3.102 -2.841 2.258 0.468
H 1.987 3.241 -0.087 0.473
H 3.277 4.057 -0.035 0.473
H 2.092 -0.831 -3.363 0.478
H -4.954 0.837 -0.015 0.477
H 2.195 1.010 4.808 0.464
H -0.176 -1.594 4.747 0.501
H 0.197 1.188 -4.195 0.489
H -1.482 -2.580 -4.333 0.489
H -1.884 0.233 0.302 0.485
H 3.464 -0.939 2.500 0.484
H 0.876 -1.005 -0.414 0.453
H 1.445 2.790 2.183 0.485
H -4.105 -1.751 1.906 0.456
H 0.768 2.307 -1.837 0.471
H -2.270 1.742 1.850 0.470
H -0.908 -2.347 3.523 0.464
H -3.814 -0.302 -2.342 0.467
H 1.941 -2.955 -2.694 0.507
H -1.411 2.980 0.177 0.502
H 0.390 -3.685 1.912 0.476
H -1.541 4.386 -0.128 0.469
H -0.635 2.054 -1.965 0.494
H 0.069 2.984 1.516 0.506
H -2.417 -0.102 -3.081 0.500
H -3.081 1.270 -0.022 0.507
H -1.350 2.265 2.803 0.482
H 3.337 -0.325 -3.801 0.478
H 0.728 -3.657 0.493 0.480
H -0.615 -0.140 -4.271 0.474
```

Values from the calculation:
Energy relative to the best compared isomer or geometry (same formula, charge and spin): 571.40 kJ/mol
E_tot: -1452.22213 a.u.
Multiplicity: 1
LUMO level: -0.5 eV

***

Below is a 9-piece molecular cluster, C16H48ClO12 overall, with properties calculated with ωB97M-V with the def2-TZVPD basis set.

```
77
Properties=species:S:1:pos:R:3:mulliken_charge:R:1
Cl -0.147 -0.622 -0.393 1.759
O -1.868 1.987 2.720 -0.433
O 2.817 -1.334 3.347 -0.553
O -3.805 -0.118 2.422 -0.530
O 0.556 2.569 1.295 -0.206
O -5.349 -0.102 -3.548 -0.542
O 1.595 3.474 -1.627 -0.509
O 4.866 -4.905 -1.286 -0.524
O -0.184 -1.979 0.107 -0.681
O -0.381 -0.630 -1.818 -0.732
O -1.155 3.217 -0.956 -0.478
O 1.167 -0.037 -0.139 -0.790
O -1.131 0.173 0.289 -0.534
C 2.389 1.938 2.778 -0.861
C 1.881 2.864 1.687 0.099
C -1.291 1.591 3.941 -0.501
C 1.179 -3.072 3.359 -0.974
C 2.348 2.391 -2.175 0.186
C -3.884 -1.042 1.333 0.512
C -0.645 0.207 3.840 -0.344
C 2.373 -2.501 2.646 0.373
C -4.191 -0.007 -4.359 -0.148
C 2.810 -3.725 -0.886 -0.502
C -3.107 -0.971 -3.929 -0.607
C -1.248 2.835 -3.383 -1.185
C 4.230 -3.632 -1.405 -0.299
C -3.514 -2.443 1.747 -1.145
C -1.921 2.709 -2.021 0.329
C 2.673 2.578 -3.647 -1.371
H -5.053 0.087 -2.651 0.315
H -0.875 3.850 -3.541 0.372
H 3.112 1.650 -4.023 0.353
H 3.427 3.361 -3.790 0.363
H -2.727 -0.733 -2.929 -0.046
H 2.220 -4.491 -1.384 0.370
H -4.905 -1.017 0.934 0.273
H -1.314 -0.490 3.333 0.052
H 2.519 2.680 0.805 -0.088
H 1.809 1.965 3.701 0.122
H 1.766 1.482 -2.023 0.019
H 2.012 3.911 1.968 0.382
H -3.455 -2.005 -3.892 0.343
H 0.275 0.261 3.259 -0.112
H -3.201 -0.680 0.566 -0.329
H 2.105 -2.215 1.625 -0.243
H -4.146 -0.539 3.217 0.278
H 5.814 -4.778 -1.213 0.294
H 3.429 2.181 3.045 0.459
H 0.646 1.678 0.920 -0.044
H 3.269 2.271 -1.594 0.412
H 4.780 -2.849 -0.872 0.292
H 0.669 -3.807 2.735 0.282
H -2.233 -0.924 -4.584 0.286
H 2.183 4.212 -1.450 0.245
H 2.453 0.909 2.421 0.089
H 4.172 -3.289 -2.450 0.251
H -0.244 3.249 -1.282 0.250
H -0.512 2.292 4.242 0.322
H -2.465 -2.540 2.031 0.199
H 2.851 -3.924 0.187 0.083
H 0.499 -2.269 3.638 0.057
H -4.115 -2.756 2.610 0.385
H -2.895 3.213 -2.062 0.352
H 3.768 -1.236 3.274 0.284
H -3.678 -3.153 0.934 0.369
H 1.801 2.859 -4.233 0.293
H -2.143 1.648 -1.835 -0.191
H -1.994 2.642 -4.163 0.455
H -0.445 2.110 -3.525 0.121
H -2.090 1.561 4.699 0.319
H -0.385 -0.183 4.831 0.421
H -2.432 1.233 2.495 0.219
H 2.270 -2.781 -0.987 0.031
H 3.173 -3.249 2.581 0.440
H -4.454 -0.222 -5.398 0.346
H 1.485 -3.611 4.261 0.370
H -3.809 1.021 -4.373 0.076
```

Values from the calculation:
Total charge: -1
Energy relative to the best compared isomer or geometry (same formula, charge and spin): 140.97 kJ/mol
E_tot: -2001.21710 a.u.
Multiplicity: 1
LUMO level: 2.6 eV

***

Which gap between HOMO and LUMO belongs to each record? In order, 8.86; 11.98; 10.16; 8.58 eV.